(1)
Here is a single C5H7NO molecule from the Open Molecules 2025 dataset. Energies are from the ωB97M-V functional and the def2-TZVPD basis.

Calculated values
Energy relative to the best compared isomer or geometry (same formula, charge and spin), kJ/mol: 35.42
F_max, eV/Å: 0.56
Charge: 0
E_tot, Eh: -324.710976
SMILES string: C[C@H]1C=CNC1=O
HOMO level, eV: -8.634

Cartesian coordinates (Å):
C: 1.29623 1.28686 0.62187
C: 0.49867 0.21626 -0.13298
C: 0.14953 -1.02756 0.64421
C: -0.96468 -1.55246 0.13285
N: -1.46577 -0.74076 -0.89793
C: -0.81858 0.49384 -0.90852
O: -1.18740 1.47491 -1.51267
H: 2.36778 1.06732 0.52248
H: 1.06807 1.28579 1.69311
H: 1.12973 2.29324 0.22957
H: 1.11322 -0.09088 -0.99729
H: 0.67856 -1.37566 1.52091
H: -1.50685 -2.44298 0.42737
H: -2.35849 -0.88794 -1.34296

And the natural (NBO) charges, in e, turn out to be: atom 1 (C): -0.602, atom 2 (C): -0.354, atom 3 (C): -0.262, atom 4 (C): -0.015, atom 5 (N): -0.635, atom 6 (C): 0.696, atom 7 (O): -0.582, atom 8 (H): 0.214, atom 9 (H): 0.211, atom 10 (H): 0.232, atom 11 (H): 0.242, atom 12 (H): 0.224, atom 13 (H): 0.216, atom 14 (H): 0.413

(2)
Here is a gas-phase ion, C6H12NO (charge +1) at a distorted geometry from the Open Molecules 2025 dataset. Energies are from the ωB97M-V functional and the def2-TZVPD basis.

Calculated values
Energy relative to the best compared isomer or geometry (same formula, charge and spin), kJ/mol: 320.77
F_max, eV/Å: 4.76
Charge: +1
E_tot, Eh: -365.427187
SMILES string: C[NH2+]C(C)=C=CCO
HOMO level, eV: -13.302

Cartesian coordinates (Å):
C: -1.37524 -1.94335 -1.19973
N: -1.64396 -0.48677 -0.46459
C: -0.81725 0.14111 0.59418
C: -1.16717 0.19382 2.10029
C: 0.28849 0.72176 0.24729
C: 1.14124 1.52236 -0.35126
C: 2.57811 1.21658 -0.41588
O: 2.49467 0.05247 -1.11599
H: -0.62217 -1.96035 -1.88088
H: -1.21650 -2.66905 -0.34861
H: -2.34525 -2.14393 -1.67028
H: -1.80851 0.17463 -1.23664
H: -2.63291 -0.75230 -0.15465
H: -0.16211 0.06723 2.58867
H: -1.36156 1.17796 2.44633
H: -1.86127 -0.56088 2.48700
H: 0.94326 2.54482 -0.12917
H: 3.23559 1.93377 -0.96357
H: 2.96796 1.16299 0.63188
H: 3.36459 -0.39283 -1.16438

And the natural (NBO) charges, in e, turn out to be: atom 1 (C): -0.354, atom 2 (N): -0.537, atom 3 (C): 0.022, atom 4 (C): -0.648, atom 5 (C): 0.110, atom 6 (C): -0.205, atom 7 (C): -0.090, atom 8 (O): -0.717, atom 9 (H): 0.233, atom 10 (H): 0.238, atom 11 (H): 0.222, atom 12 (H): 0.442, atom 13 (H): 0.443, atom 14 (H): 0.255, atom 15 (H): 0.245, atom 16 (H): 0.236, atom 17 (H): 0.245, atom 18 (H): 0.189, atom 19 (H): 0.185, atom 20 (H): 0.486

(3)
Here is a molecular structure, C11H26HgN4O7S at a distorted geometry from the Open Molecules 2025 dataset. Energies are from the ωB97M-V functional and the def2-TZVPD basis.

Calculated values
Energy relative to the best compared isomer or geometry (same formula, charge and spin), kJ/mol: 0.00
F_max, eV/Å: 2.98
Charge: 0
E_tot, Eh: -1731.646054
HOMO level (alpha / beta), eV: -6.186 / -6.262

Cartesian coordinates (Å):
O: -1.45755 3.02833 -2.73764
H: -2.38013 2.90261 -2.39552
Hg: -0.08111 -0.35189 -0.40118
N: -2.01671 0.87176 -0.50633
N: -0.20626 1.21396 1.34497
N: 1.26083 -1.38252 -1.99625
N: 2.17214 -0.66923 0.24432
O: -2.67970 1.14426 -1.56131
O: 0.94707 -1.17242 -3.22954
O: 2.67221 -0.20628 1.39976
O: 0.76074 1.46442 2.13975
C: -1.43162 1.71908 1.61061
C: -2.45805 1.34678 0.68530
C: 2.43271 -1.94825 -1.68584
C: 2.98193 -1.47075 -0.44090
C: -3.90785 1.64579 0.85125
H: -4.15762 2.59334 0.35224
H: -4.18579 1.74625 1.90802
H: -4.51395 0.84550 0.40276
C: -1.62743 2.70598 2.69754
H: -1.08095 3.62503 2.45679
H: -1.24897 2.33928 3.65725
H: -2.67869 2.98114 2.80745
C: 3.17524 -2.80699 -2.65017
C: 4.39487 -1.73604 -0.06142
H: 2.56786 -3.03019 -3.53673
H: 3.47992 -3.75643 -2.18413
H: 4.10017 -2.30658 -2.97756
H: 4.65228 -1.18519 0.84573
H: 5.06733 -1.42672 -0.87401
H: 4.56505 -2.80832 0.09898
H: 0.37770 0.27214 -2.86007
H: 1.95059 0.45525 1.71917
C: -0.75138 4.21412 -2.46072
H: -0.73298 4.83421 -3.35236
H: 0.27736 3.94999 -2.19511
H: -1.21139 4.77931 -1.64765
O: 0.19377 1.06728 -2.22745
H: -0.93901 2.16378 -2.51681
H: 1.02569 1.58659 -2.22473
C: -0.13117 -3.86646 1.52168
S: -0.36845 -2.13825 1.91711
C: -2.03130 -2.20061 2.58244
O: 0.54782 -1.80198 3.03152
H: -1.07764 -4.30254 1.18244
H: 0.22152 -4.36837 2.43224
H: 0.60765 -3.93614 0.71239
H: -2.27861 -3.24790 2.82167
H: -2.06634 -1.55793 3.47121
H: -2.73179 -1.81821 1.82883

And the natural (NBO) charges, in e, turn out to be: atom 1 (O): -0.656, atom 2 (H): 0.571, atom 3 (Hg): 1.417, atom 4 (N): -0.225, atom 5 (N): -0.214, atom 6 (N): -0.171, atom 7 (N): -0.241, atom 8 (O): -0.693, atom 9 (O): -0.628, atom 10 (O): -0.571, atom 11 (O): -0.596, atom 12 (C): 0.057, atom 13 (C): 0.097, atom 14 (C): 0.082, atom 15 (C): 0.174, atom 16 (C): -0.662, atom 17 (H): 0.211, atom 18 (H): 0.215, atom 19 (H): 0.234, atom 20 (C): -0.662, atom 21 (H): 0.221, atom 22 (H): 0.237, atom 23 (H): 0.208, atom 24 (C): -0.669, atom 25 (C): -0.681, atom 26 (H): 0.251, atom 27 (H): 0.219, atom 28 (H): 0.217, atom 29 (H): 0.260, atom 30 (H): 0.226, atom 31 (H): 0.229, atom 32 (H): 0.528, atom 33 (H): 0.511, atom 34 (C): -0.260, atom 35 (H): 0.204, atom 36 (H): 0.207, atom 37 (H): 0.212, atom 38 (O): -1.022, atom 39 (H): 0.583, atom 40 (H): 0.494, atom 41 (C): -0.841, atom 42 (S): 1.263, atom 43 (C): -0.842, atom 44 (O): -0.955, atom 45 (H): 0.231, atom 46 (H): 0.250, atom 47 (H): 0.245, atom 48 (H): 0.228, atom 49 (H): 0.265, atom 50 (H): 0.242

(4)
Here is a single C6H7ClO molecule at a distorted geometry from the Open Molecules 2025 dataset. Energies are from the ωB97M-V functional and the def2-TZVPD basis.

Calculated values
Energy relative to the best compared isomer or geometry (same formula, charge and spin), kJ/mol: 198.32
F_max, eV/Å: 2.05
Charge: 0
E_tot, Eh: -768.188647
SMILES string: C=C/C=C(\C=O)CCl
HOMO level, eV: -9.468

Cartesian coordinates (Å):
C: 2.45467 0.28154 -0.72575
C: 1.69702 -0.74025 -0.26437
C: 0.28642 -0.87420 0.00528
C: -0.64874 0.03138 0.26208
C: -0.55442 1.48226 0.45886
O: 0.05832 2.24653 -0.26792
C: -2.05986 -0.47087 0.43892
Cl: -3.29528 0.16202 -0.71961
H: 2.05724 1.25320 -0.98669
H: 3.53813 0.09043 -0.72188
H: 2.30472 -1.64066 -0.12314
H: -0.07359 -1.87106 -0.18281
H: -1.29944 1.88752 1.22575
H: -2.44849 -0.29418 1.43922
H: -2.01668 -1.54367 0.16204

And the natural (NBO) charges, in e, turn out to be: atom 1 (C): -0.314, atom 2 (C): -0.263, atom 3 (C): -0.132, atom 4 (C): -0.152, atom 5 (C): 0.407, atom 6 (O): -0.501, atom 7 (C): -0.373, atom 8 (Cl): -0.072, atom 9 (H): 0.225, atom 10 (H): 0.200, atom 11 (H): 0.205, atom 12 (H): 0.205, atom 13 (H): 0.118, atom 14 (H): 0.223, atom 15 (H): 0.225

(5)
Here is 2 unconnected molecules or ions with the total composition C3H2O3 at a distorted geometry from the Open Molecules 2025 dataset. Energies are from the ωB97M-V functional and the def2-TZVPD basis.

Calculated values
Energy relative to the best compared isomer or geometry (same formula, charge and spin), kJ/mol: 298.03
F_max, eV/Å: 5.33
Charge: 0
E_tot, Eh: -341.123289
HOMO level, eV: -9.827

Cartesian coordinates (Å):
C: 2.20917 1.30180 0.34225
C: -1.46660 -0.93575 -0.40956
C: -1.03286 0.41205 -0.38712
O: 1.94371 0.37150 0.98658
O: 2.49161 2.26454 -0.23694
O: -0.60345 -0.25334 0.59558
H: -2.47273 -1.26649 -0.01760
H: -1.06885 -1.89430 -0.87318

And the natural (NBO) charges, in e, turn out to be: atom 1 (C): 1.025, atom 2 (C): -0.299, atom 3 (C): 0.267, atom 4 (O): -0.516, atom 5 (O): -0.510, atom 6 (O): -0.385, atom 7 (H): 0.200, atom 8 (H): 0.218

(6)
Here is a gas-phase ion, C4H7N2 (charge +1) at a distorted geometry from the Open Molecules 2025 dataset. Energies are from the ωB97M-V functional and the def2-TZVPD basis.

Calculated values
Energy relative to the best compared isomer or geometry (same formula, charge and spin), kJ/mol: 488.46
F_max, eV/Å: 2.52
Charge: +1
E_tot, Eh: -265.722434
SMILES string: C1#CNC[NH2+]C1
HOMO level, eV: -13.566

Cartesian coordinates (Å):
C: 1.58486 0.49145 1.09081
C: 0.60819 0.79759 1.78113
N: -0.71921 0.62724 1.66677
C: -0.85351 -0.29706 0.54562
N: 0.02734 0.16957 -0.60814
C: 1.57691 0.19048 -0.32144
H: -1.37191 0.57969 2.43546
H: -0.53211 -1.32052 0.78401
H: -1.89132 -0.29117 0.20071
H: -0.24025 1.13974 -0.81179
H: -0.17134 -0.40745 -1.43237
H: 2.02412 0.93935 -0.97432
H: 1.98785 -0.79621 -0.53771

And the natural (NBO) charges, in e, turn out to be: atom 1 (C): -0.100, atom 2 (C): 0.248, atom 3 (N): -0.634, atom 4 (C): -0.045, atom 5 (N): -0.520, atom 6 (C): -0.251, atom 7 (H): 0.446, atom 8 (H): 0.219, atom 9 (H): 0.243, atom 10 (H): 0.443, atom 11 (H): 0.450, atom 12 (H): 0.257, atom 13 (H): 0.245

Question: What is the formula in the sixth record?
Answer: C4H7N2

Question: Look up the F_max of the second one.
Answer: 4.76 eV/Å

Question: Which of these has the highest F_max?
Answer: C3H2O3